C25H14Cl6NOPRu | wB97M-V/def2-TZVPD

Structure (ORCA input):
```
! wB97M-V def2-TZVPD RIJCOSX def2/J DEFGRID3
* xyz 2 1
Ru -0.117 -0.097 -0.475
Cl -5.088 0.290 4.438
C -3.709 0.473 3.455
C -3.617 -0.249 2.263
Cl -4.842 -1.317 1.745
C -2.480 -0.077 1.496
Cl -2.259 -0.954 -0.004
C -1.448 0.766 1.854
O -0.345 0.893 1.060
C -1.537 1.491 3.039
Cl -0.259 2.533 3.473
C -2.673 1.339 3.838
Cl -2.793 2.215 5.292
Cl 2.052 0.908 -0.552
C 1.969 2.061 -1.879
C 3.005 2.953 -2.030
C 2.935 3.864 -3.081
C 1.852 3.872 -3.949
C 0.820 2.963 -3.783
C 0.876 2.033 -2.741
P -0.406 0.817 -2.544
C 0.125 -0.842 -2.853
C 1.483 -1.148 -3.124
C 1.861 -2.456 -3.281
C 0.908 -3.477 -3.180
C -0.438 -3.194 -2.977
C -0.837 -1.886 -2.815
C -1.946 1.310 -3.236
C -2.612 2.401 -2.664
C -3.807 2.822 -3.216
C -4.328 2.166 -4.327
C -3.660 1.089 -4.897
C -2.465 0.650 -4.356
H 3.842 2.955 -1.345
H 3.736 4.578 -3.211
H 1.810 4.590 -4.756
H -0.028 2.968 -4.456
H 2.213 -0.354 -3.211
H 2.896 -2.703 -3.476
H 1.227 -4.507 -3.280
H -1.165 -3.992 -2.926
H -1.887 -1.649 -2.686
H -2.201 2.914 -1.802
H -4.335 3.662 -2.784
H -5.262 2.503 -4.756
H -4.069 0.596 -5.768
H -1.934 -0.177 -4.809
N 1.215 -2.880 -0.038
C 0.732 -1.848 -0.212
*
```

Summary:
Energy in hartree: -4287.85339
Largest force on an atom in hartree/bohr: 0.0063
Frontier orbital gap in eV: 5.79
HOMO level in eV: -14.34
Energy relative to the best compared isomer or geometry (same formula, charge and spin) in kcal/mol: 0.3



C4H8O2 | wB97M-V/def2-TZVPD

Structure (ORCA input):
```
! wB97M-V def2-TZVPD RIJCOSX def2/J DEFGRID3
* xyz 0 1
C -0.551 -0.033 1.976
O 0.206 0.582 0.962
C -0.087 0.114 -0.328
C 0.586 1.065 -1.316
C 0.280 -1.349 -0.762
O -0.222 -1.719 -1.798
H -0.292 0.450 2.922
H -1.636 0.073 1.812
H -0.308 -1.101 2.041
H -1.177 0.135 -0.498
H 0.203 2.082 -1.182
H 1.667 1.080 -1.147
H 0.381 0.739 -2.337
H 0.951 -2.118 -0.344
*
```

Summary:
Energy in hartree: -307.64381
Largest force on an atom in hartree/bohr: 0.0259
Frontier orbital gap in eV: 10.55
SMILES: CO[C@@H](C)C=O
HOMO level in eV: -9.59
Energy relative to the best compared isomer or geometry (same formula, charge and spin) in kcal/mol: 43.1



Which formula does entry 2 have? C4H8O2



largest force on an atom of number 2 (C4H8O2)? 0.0259 hartree/bohr